Version A
51
Properties=species:S:1:pos:R:3:lowdin_charge:R:1 method="wB97M-V/def2-TZVPD" e_lumo_ev=0.7 homo_energy_ev=-8.0 smiles="CCSc1ccccc1C(=O)N1CCN(Cc2ccc3c(c2)OCO3)CC1"
C 0.80238 -1.54532 2.43484 -0.153
C 1.28961 -2.20765 1.16284 -0.472
S 0.46431 -1.49001 -0.31730 0.963
C 1.88118 -1.15399 -1.36017 -0.463
C 2.11612 -1.97739 -2.45040 -0.093
C 3.20304 -1.74344 -3.27357 -0.078
C 4.05869 -0.68740 -3.00661 -0.072
C 3.81774 0.14345 -1.92629 -0.020
C 2.71894 -0.07179 -1.10426 -0.174
C 2.49520 0.80559 0.09425 -0.447
O 2.98805 0.53297 1.17510 0.069
N 1.77129 1.92383 -0.12124 -0.037
C 1.02272 2.21851 -1.31790 -0.114
C -0.45994 1.92204 -1.08220 -0.173
N -0.94640 2.67375 0.06370 -0.143
C -2.38079 2.49499 0.27906 -0.148
C -2.75933 1.07245 0.61698 -0.215
C -2.74673 0.63880 1.93490 -0.051
C -2.94352 -0.69684 2.27930 0.002
C -3.14366 -1.58271 1.25027 -0.215
C -3.18498 -1.15498 -0.07719 -0.215
C -3.00205 0.16101 -0.41723 0.035
O -3.42671 -2.22779 -0.89230 0.033
C -3.46496 -3.35421 -0.04469 -0.161
O -3.34415 -2.93740 1.29814 0.033
C -0.16449 2.37925 1.25383 -0.160
C 1.30733 2.70500 1.00388 -0.108
H 1.15659 -0.51828 2.47679 0.053
H 1.19691 -2.07944 3.29702 0.077
H -0.28529 -1.55286 2.48216 0.049
H 2.35917 -2.06041 1.02997 0.075
H 1.05689 -3.27327 1.15348 0.065
H 1.44268 -2.79861 -2.64214 0.101
H 3.38517 -2.39006 -4.11878 0.104
H 4.91361 -0.50844 -3.64121 0.104
H 4.47767 0.97171 -1.71369 0.124
H 1.39369 1.62482 -2.15406 0.125
H 1.15438 3.28201 -1.54423 0.130
H -1.03329 2.22830 -1.96042 0.128
H -0.57726 0.83589 -0.94391 0.065
H -2.67017 3.16784 1.09031 0.122
H -2.88652 2.81502 -0.63530 0.122
H -2.58030 1.35532 2.72523 0.113
H -2.93214 -1.02381 3.30583 0.121
H -3.04379 0.47451 -1.44704 0.128
H -4.41914 -3.88628 -0.18054 0.140
H -2.63150 -4.03206 -0.29564 0.139
H -0.54189 2.99526 2.07313 0.128
H -0.24233 1.31872 1.54311 0.112
H 1.91175 2.44696 1.87467 0.125
H 1.42620 3.76643 0.76950 0.129

***

Version B
51
Properties=species:S:1:pos:R:3:lowdin_charge:R:1 method="wB97M-V/def2-TZVPD" e_lumo_ev=0.5 homo_energy_ev=-8.6 smiles="COCCNC(=O)[C@H](CSCc1ccccc1)N1Cc2ccccc2C1=O"
C 2.09853 3.15421 0.11313 -0.100
O 2.97139 3.38335 1.19347 -0.185
C 3.22195 2.27150 2.01468 -0.206
C 2.08334 1.91664 2.99172 -0.132
N 1.07376 1.05236 2.42252 0.083
C 1.21535 -0.28222 2.41737 -0.446
O 2.12585 -0.88710 2.94482 0.073
C 0.07924 -0.98800 1.63266 -0.234
C 0.01152 -2.44894 2.04478 -0.405
S -1.09437 -3.49694 1.04994 0.895
C -2.71016 -2.67017 1.27418 -0.405
C -2.91441 -1.49977 0.36149 -0.310
C -2.63996 -1.61425 -0.99579 -0.064
C -2.84305 -0.54318 -1.84541 -0.085
C -3.33095 0.65334 -1.34818 -0.091
C -3.60694 0.77562 0.00164 -0.084
C -3.39634 -0.29403 0.85353 -0.057
N 0.31061 -0.78185 0.21989 0.011
C 1.07704 -1.66497 -0.63069 -0.076
C 1.03128 -0.96038 -1.94831 -0.130
C 1.54328 -1.32384 -3.17733 -0.017
C 1.34312 -0.46608 -4.24984 -0.071
C 0.65031 0.72824 -4.09816 -0.073
C 0.13615 1.09727 -2.86664 -0.006
C 0.33115 0.23740 -1.79957 -0.099
C -0.08391 0.36152 -0.39534 -0.401
O -0.63433 1.29695 0.16971 0.046
H 2.40246 2.27075 -0.46314 0.090
H 1.05997 3.02572 0.43213 0.070
H 2.16642 4.03557 -0.52258 0.091
H 4.10392 2.54995 2.59664 0.124
H 3.46278 1.38513 1.40942 0.126
H 1.60813 2.83535 3.33936 0.130
H 2.51744 1.38167 3.83998 0.120
H 0.34256 1.45894 1.84494 0.106
H -0.86524 -0.47783 1.86164 0.144
H 0.99586 -2.91070 1.96612 0.082
H -0.31060 -2.50858 3.08519 0.093
H -3.43773 -3.45426 1.05399 0.081
H -2.79732 -2.39289 2.32504 0.083
H -2.25604 -2.54933 -1.37889 0.105
H -2.61603 -0.64296 -2.89707 0.108
H -3.48662 1.49184 -2.00995 0.105
H -3.97616 1.70962 0.39692 0.107
H -3.61024 -0.19170 1.90911 0.115
H 0.61901 -2.65857 -0.68094 0.092
H 2.10108 -1.77694 -0.25372 0.150
H 2.08410 -2.24960 -3.30347 0.115
H 1.73398 -0.73238 -5.22070 0.104
H 0.51293 1.37411 -4.95241 0.103
H -0.40411 2.02044 -2.72786 0.122

***

Which structure is most stable? version B, by 0.0458 hartree over the runner-up.